Entry from the Open Molecules 2025 dataset: a cluster of 10 separate species, C40H108N12O13 in total at a distorted geometry (ωB97M-V/def2-TZVPD).

orbital gap (alpha / beta) = 1.42 / 8.85 eV
HOMO energy (alpha / beta) = 0.59 / -6.84 eV
multiplicity = 2
net charge = -1
maximum force = 6.8 eV Å⁻¹
energy = -87720.422 eV
<S²> = 0.750
LUMO (alpha / beta) = 2.01 / 2.01 eV

```
173
Properties=species:S:1:pos:R:3:lowdin_spin:R:1
C -18.34581 14.43483 -8.61871 0.000
O -17.27077 14.97823 -8.50994 0.000
N -18.51905 13.35273 -9.38084 0.000
N -19.39363 14.66119 -7.87349 0.001
H -17.82894 13.04688 -10.05188 0.000
H -19.29121 12.71954 -9.22935 0.000
H -19.06427 15.29806 -7.16214 0.000
H -20.23244 14.09873 -7.88525 0.001
C -20.50842 10.41834 -9.12101 0.012
O -20.74314 11.65807 -9.25424 0.003
N -21.37757 9.48125 -9.51361 0.004
N -19.53777 9.85971 -8.56746 0.002
H -22.27335 9.87050 -9.77081 0.002
H -21.12534 8.51362 -9.37159 0.001
H -18.79176 10.47247 -8.27065 0.001
H -19.32726 8.88877 -8.74929 0.001
C -15.14118 6.87421 -9.98148 0.037
O -13.87284 7.24030 -9.41221 0.014
C -12.76989 6.59329 -10.05196 0.014
C -12.59059 7.03339 -11.46743 0.007
N -12.91534 8.37563 -11.72358 0.001
C -13.09304 8.63342 -13.19356 0.004
C -13.14792 10.16356 -13.48552 0.001
O -12.51931 10.52129 -14.69448 0.000
C -11.78312 11.73571 -14.59101 0.000
H -15.93043 7.55071 -9.65358 0.002
H -15.45956 5.87965 -9.66909 0.025
H -15.25459 6.96898 -11.06142 0.011
H -12.89710 5.51804 -9.92644 0.009
H -11.87748 6.83365 -9.47409 0.002
H -13.12900 6.42325 -12.19266 0.003
H -11.55753 6.81247 -11.73592 0.001
H -13.66909 8.77171 -11.18037 0.000
H -14.03217 8.16278 -13.48449 0.004
H -12.31907 8.08522 -13.73074 0.000
H -12.69675 10.76750 -12.69824 0.000
H -14.17069 10.53431 -13.55316 0.000
H -11.43800 12.06860 -15.56987 0.000
H -10.90117 11.63747 -13.95806 0.000
H -12.38661 12.57917 -14.25564 0.000
C -15.95534 13.18679 -1.97082 0.002
O -16.31032 11.88661 -1.75423 0.004
C -17.38685 11.34656 -2.44899 0.006
C -17.73458 9.85849 -2.07511 0.020
N -17.97921 9.79881 -0.59655 0.002
C -18.24758 8.42062 -0.24014 0.029
C -18.55686 8.21713 1.19765 0.004
O -17.34256 8.13274 1.97743 0.003
C -17.25190 7.29906 3.08519 0.002
H -16.49375 13.88757 -1.33276 0.000
H -16.28299 13.55237 -2.94401 0.000
H -14.90038 13.34564 -1.74739 0.000
H -17.22664 11.41604 -3.52491 0.001
H -18.25755 11.91195 -2.11686 0.001
H -16.99803 9.11596 -2.38209 0.015
H -18.65475 9.62196 -2.60938 0.017
H -17.16684 10.18031 -0.13328 0.000
H -17.44426 7.80993 -0.65225 0.015
H -19.13882 8.30405 -0.85674 0.013
H -19.18132 7.35816 1.44324 0.002
H -19.15014 9.01769 1.63949 0.000
H -18.16889 7.31189 3.67431 0.000
H -16.49682 7.70013 3.76128 0.000
H -17.16907 6.24010 2.84057 0.001
C -16.16949 13.87577 -11.78768 0.000
O -16.60798 12.64796 -11.19281 0.001
C -15.60063 11.74878 -10.82958 0.000
C -16.30870 10.49482 -10.16559 0.004
N -16.56468 10.60870 -8.74968 0.001
C -15.40296 10.18968 -7.94029 0.001
C -15.68412 10.14575 -6.40503 0.006
O -15.70467 11.36497 -5.65333 0.004
C -16.31559 12.39294 -6.36418 0.002
H -15.39317 13.74256 -12.54112 0.000
H -15.78664 14.58699 -11.05578 0.000
H -17.07609 14.30891 -12.21027 0.000
H -14.93837 12.16648 -10.07126 0.000
H -14.89374 11.46576 -11.60951 0.000
H -15.83363 9.54344 -10.40496 0.002
H -17.25914 10.36315 -10.68273 0.004
H -16.67421 11.60500 -8.62525 0.000
H -14.46266 10.72572 -8.06911 0.000
H -15.23875 9.18389 -8.32696 0.001
H -14.87744 9.61446 -5.89995 0.006
H -16.64303 9.67362 -6.19128 0.005
H -17.27590 12.11370 -6.79767 0.001
H -15.67849 12.66397 -7.20604 0.000
H -16.50778 13.28207 -5.76367 0.000
C -12.46983 14.00266 -10.66556 0.000
C -11.68659 13.38266 -9.42023 0.000
C -11.15020 14.57169 -8.62047 0.000
O -12.21282 15.37062 -7.99428 0.000
C -11.69336 16.45724 -7.23434 0.000
N -12.71994 12.66682 -8.60983 0.000
H -11.95481 13.87538 -11.61775 0.000
H -12.62187 15.06803 -10.49240 0.000
H -13.49774 13.69422 -10.85627 0.000
H -10.92657 12.75580 -9.88660 0.000
H -10.52172 15.04593 -9.37427 0.000
H -10.54958 14.10298 -7.84094 0.000
H -10.95319 16.05290 -6.54387 0.000
H -12.48109 17.02954 -6.74440 0.000
H -11.30481 17.16749 -7.96419 0.000
H -13.29162 13.37805 -8.17689 0.000
H -12.26260 12.24899 -7.81211 0.000
C -21.21659 6.05641 -7.82398 0.072
C -19.88464 6.81678 -7.82457 0.019
C -18.78045 6.26129 -6.99856 0.085
O -17.52119 6.89484 -7.11860 0.028
C -16.43775 6.24159 -6.37108 0.129
N -19.41107 6.86426 -9.23130 0.014
H -21.79909 6.21742 -6.91685 0.018
H -21.14744 4.97183 -7.90773 0.020
H -21.87692 6.51559 -8.55965 0.006
H -19.97351 7.83807 -7.45422 0.004
H -18.65729 5.22335 -7.30776 0.033
H -19.00024 6.18555 -5.93364 0.041
H -16.30158 5.22253 -6.73313 0.037
H -16.64306 6.20130 -5.30135 0.044
H -15.48567 6.76152 -6.47744 0.012
H -18.41578 6.99810 -9.33901 0.007
H -19.65754 5.97660 -9.64532 0.026
C -11.62570 9.02783 -6.95798 0.009
C -11.02319 9.77455 -5.74440 0.004
C -11.93223 10.86883 -5.14611 0.005
O -11.90494 12.01801 -6.05799 0.001
C -12.71401 13.12913 -5.59213 0.000
N -10.62001 8.78998 -4.78371 0.006
H -11.07469 8.09770 -7.09713 0.003
H -11.58068 9.45153 -7.96125 0.001
H -12.66358 8.80584 -6.70974 0.003
H -10.09436 10.30108 -5.96379 0.000
H -11.64065 11.11186 -4.12434 0.002
H -12.94912 10.50240 -5.00555 0.003
H -12.54298 14.10620 -6.04400 0.000
H -12.38749 13.37017 -4.58050 0.000
H -13.79392 13.00749 -5.50790 0.000
H -11.37162 8.39762 -4.23487 0.016
H -10.08503 9.29558 -4.09214 0.002
C -15.73754 12.36181 -15.16935 0.001
C -15.72783 13.45256 -16.27731 0.000
C -14.36094 13.66291 -17.04536 0.000
O -14.39422 15.05517 -17.49032 0.000
C -13.49136 15.48812 -18.49802 0.000
N -16.89440 13.20856 -17.10925 0.000
H -14.98385 12.49765 -14.39372 0.000
H -15.33350 11.46643 -15.64174 0.000
H -16.67038 12.11183 -14.66394 0.001
H -15.89463 14.40907 -15.78197 0.000
H -14.26617 13.04562 -17.93870 0.000
H -13.51390 13.40277 -16.41057 0.000
H -12.44948 15.30295 -18.23669 0.000
H -13.65084 16.52681 -18.78750 0.000
H -13.64069 14.83229 -19.35575 0.000
H -16.86456 14.07347 -17.62995 0.000
H -17.69333 13.29066 -16.49681 0.000
C -21.77412 17.49308 -13.98596 0.000
C -20.26806 17.39910 -13.64481 0.000
C -19.57246 16.17609 -14.33445 0.000
O -19.99478 14.87763 -13.92606 0.001
C -20.05727 14.58915 -12.51168 0.001
N -19.62524 18.64560 -13.97579 0.000
H -21.91008 17.37912 -15.06143 0.000
H -22.22241 18.42891 -13.65224 0.000
H -22.32481 16.68530 -13.50397 0.000
H -20.28174 17.22039 -12.56964 0.000
H -18.49181 16.18871 -14.19259 0.000
H -19.59047 16.12708 -15.42320 0.000
H -20.38982 13.58972 -12.23124 0.001
H -20.78756 15.19060 -11.97035 0.000
H -19.06564 14.77759 -12.10027 0.000
H -18.83007 18.80463 -13.37370 0.000
H -20.21954 19.45631 -13.87757 0.000
```